(1)
This record from the Open Molecules 2025 dataset describes a molecular structure, C35H31Cl5IrN11O3S3. The level of theory is the ωB97M-V functional and the def2-TZVPD basis.

Element x y z (Å)
Ir: 0.0521 2.5049 1.6596
N: 4.0166 -2.9035 -0.3780
C: 3.8921 -1.6718 0.1881
C: 4.1612 -1.4723 1.5513
C: 3.9292 -0.2397 2.1259
C: 3.4342 0.7981 1.3528
C: 3.2032 0.6299 -0.0020
C: 3.4198 -0.5997 -0.5818
S: 2.9630 2.3325 2.1081
O: 1.8903 2.0533 3.0744
O: 4.0868 3.0375 2.6292
N: 2.1446 3.0892 0.9115
C: 1.9887 4.4005 1.0520
N: 2.9842 5.2335 1.3441
C: 2.7349 6.5124 1.4675
C: 1.4664 7.0408 1.2552
C: 0.4750 6.1216 0.9458
N: 0.7186 4.8287 0.8794
H: 4.6002 -3.5860 0.0721
H: 3.9056 -2.9821 -1.3759
H: 4.5339 -2.2915 2.1496
H: 4.1183 -0.0705 3.1739
H: 2.8381 1.4616 -0.5826
H: 3.2180 -0.7644 -1.6289
H: 3.5782 7.1339 1.7389
H: 1.2742 8.0962 1.3185
H: -0.5446 6.4316 0.7585
C: -5.3721 -0.7826 2.7651
C: -4.4465 0.1103 3.4845
N: -4.6705 0.7353 4.6014
N: -3.5347 1.3783 4.8999
C: -2.5675 1.1548 3.9809
S: -0.9734 1.6990 4.0701
N: -3.1616 0.3480 3.0596
N: -2.5589 -0.2253 1.9707
H: -6.3165 -0.8283 3.2970
H: -4.9424 -1.7823 2.6979
H: -5.5455 -0.4268 1.7516
H: -3.4339 1.8955 5.7584
H: -3.2442 -0.3302 1.2215
H: -1.7906 0.3716 1.6497
Cl: -2.1596 -7.7616 -4.6812
C: -1.5258 -6.3495 -3.9333
C: -0.1916 -6.2973 -3.5526
C: 0.3053 -5.1373 -2.9902
C: -0.5038 -4.0265 -2.7783
C: 0.0849 -2.7687 -2.1574
C: 0.1442 -2.9848 -0.6389
N: 0.3844 -1.8057 0.1653
C: 0.7704 -1.8932 1.4730
C: 0.7811 -0.6271 1.9683
N: 0.4023 0.2318 0.9821
C: 0.1751 -0.5036 -0.0900
O: 1.3952 -2.5064 -2.6101
C: 1.4399 -2.0471 -3.9556
C: 2.8691 -1.8625 -4.3536
C: 3.7118 -2.8859 -4.6867
Cl: 3.3229 -4.5463 -4.7376
S: 5.3051 -2.3388 -5.0846
C: 4.8303 -0.7116 -4.7956
C: 3.5336 -0.6110 -4.4135
C: -1.8449 -4.1142 -3.1426
Cl: -2.9136 -2.7814 -2.8558
C: -2.3606 -5.2612 -3.7234
H: 0.4462 -7.1548 -3.6974
H: 1.3478 -5.0695 -2.7182
H: -0.5722 -1.9182 -2.3949
H: 0.9527 -3.6967 -0.4467
H: -0.8064 -3.4298 -0.3182
H: 0.9930 -2.8303 1.9394
H: 1.0307 -0.2838 2.9506
H: -0.1410 -0.0953 -1.0297
H: 0.9079 -1.0889 -4.0292
H: 0.9495 -2.7777 -4.6132
H: 5.5399 0.0812 -4.9253
H: 3.0496 0.3237 -4.1925
H: -3.3982 -5.3150 -4.0101
Cl: -4.0635 1.1730 -0.4302
C: -4.1910 2.5926 0.5432
C: -5.4086 3.2174 0.6582
C: -5.5323 4.3790 1.4108
C: -4.4280 4.8857 2.0869
C: -3.2124 4.2516 1.9984
Cl: -1.8390 4.8073 2.8775
C: -3.0034 3.0902 1.1703
N: -1.8292 2.5614 1.0206
H: -6.2644 2.7979 0.1549
H: -6.4860 4.8764 1.4768
H: -4.5257 5.7716 2.6941

Properties
Net charge: +1
DFT total energy: -5779.91093 Eh
E_HOMO (alpha / beta): -10.138 / -10.444 eV
Multiplicity: 2



(2)
This record from the Open Molecules 2025 dataset describes 7 unconnected molecules or ions with the total composition C32H61NO21. The level of theory is the ωB97M-V functional and the def2-TZVPD basis.

Element x y z (Å)
C: 0.8982 -1.3782 0.5430
C: 0.4713 0.0231 0.1929
O: 0.2235 0.7891 1.0370
O: 0.3862 0.3866 -1.1099
C: -0.8476 -0.1064 -1.7217
C: -0.7255 0.1422 -3.2152
C: -1.5295 -0.8252 -4.1304
C: -2.6501 -1.6131 -3.4457
C: -2.2465 -2.9559 -2.8120
C: -1.1539 -3.7262 -3.5632
C: 0.2725 -3.3812 -3.0765
C: 1.3251 -3.5505 -4.1810
C: 2.2881 -2.3598 -4.3447
C: 2.7400 -1.5644 -3.1124
N: 4.1426 -1.9436 -2.9142
C: 4.7079 -1.9700 -4.1771
O: 5.7419 -1.5529 -4.5293
C: 3.6492 -2.6911 -5.0282
H: 0.9486 -1.4744 1.6155
H: 0.1963 -2.1223 0.1762
H: 1.8828 -1.5983 0.1351
H: -0.9291 -1.1513 -1.4404
H: -1.6452 0.4754 -1.2652
H: -1.0591 1.1613 -3.3821
H: 0.3225 0.1293 -3.4986
H: -0.8242 -1.4441 -4.6771
H: -2.0019 -0.1984 -4.8815
H: -3.1660 -0.9843 -2.7235
H: -3.3975 -1.8375 -4.2029
H: -3.1311 -3.5911 -2.8150
H: -1.9763 -2.8800 -1.7607
H: -1.2421 -3.5772 -4.6359
H: -1.3108 -4.7891 -3.3805
H: 0.4682 -4.0169 -2.2205
H: 0.2520 -2.3352 -2.7839
H: 0.8172 -3.6617 -5.1348
H: 1.8994 -4.4660 -4.0493
H: 1.8048 -1.7185 -5.0764
H: 2.7022 -0.5109 -3.4229
H: 2.1157 -1.5908 -2.2296
H: 4.5635 -1.3013 -2.2512
H: 3.6760 -2.1891 -5.9944
H: 3.8293 -3.7489 -5.1765
C: -1.2543 3.0999 1.8369
O: -2.3092 4.0019 2.2086
C: -3.0842 3.5578 3.1996
O: -2.9639 2.5067 3.7716
O: -4.0199 4.4840 3.4453
C: -4.9270 4.1348 4.4919
H: -0.7012 3.5683 1.0279
H: -0.5804 2.9330 2.6734
H: -1.6610 2.1591 1.4846
H: -4.3963 4.0051 5.4335
H: -5.4774 3.2299 4.2388
H: -5.6309 4.9556 4.6001
C: -7.0304 -0.5893 9.3070
O: -6.7615 -1.1150 8.0067
C: -6.4227 -0.1942 7.1012
O: -6.3340 0.9909 7.2973
O: -6.2010 -0.8154 5.9413
C: -5.8243 0.0566 4.8742
H: -7.2910 -1.4323 9.9412
H: -6.1477 -0.0985 9.7135
H: -7.8690 0.1043 9.2758
H: -4.8924 0.5717 5.1037
H: -6.6164 0.7757 4.6685
H: -5.6744 -0.5587 3.9911
C: 0.3236 5.4158 -6.8141
O: 0.0629 6.0800 -5.5771
C: -0.2111 5.2609 -4.5599
O: -0.2515 4.0579 -4.6114
O: -0.4316 6.0048 -3.4751
C: -0.7381 5.2541 -2.2981
H: 0.5298 6.1879 -7.5502
H: 1.1938 4.7673 -6.7265
H: -0.5454 4.8431 -7.1339
H: 0.0902 4.5988 -2.0327
H: -1.6499 4.6752 -2.4379
H: -0.8934 5.9714 -1.4968
C: 7.9281 -3.2777 -2.7898
O: 9.1148 -3.7285 -3.4489
C: 8.9166 -4.7255 -4.3094
O: 7.8611 -5.2508 -4.5576
O: 10.0958 -5.0461 -4.8518
C: 10.0347 -6.1092 -5.8017
H: 8.2179 -2.4716 -2.1207
H: 7.2100 -2.8940 -3.5093
H: 7.4878 -4.0818 -2.2007
H: 9.3964 -5.8389 -6.6415
H: 9.6762 -7.0244 -5.3330
H: 11.0470 -6.2692 -6.1632
C: 0.3528 7.7691 6.9937
O: -0.9205 7.8109 6.3500
C: -0.9105 7.3802 5.0842
O: 0.0544 6.9798 4.4840
O: -2.1504 7.4704 4.6066
C: -2.2915 7.0378 3.2484
H: 0.2086 8.1408 8.0046
H: 0.7269 6.7475 7.0409
H: 1.0662 8.4099 6.4780
H: -2.0270 5.9948 3.1513
H: -1.6870 7.6561 2.5851
H: -3.3361 7.1555 2.9758
C: -2.4483 -4.4142 3.7035
O: -1.3743 -5.1138 4.3347
C: -0.1642 -4.8002 3.8712
O: 0.0746 -4.0059 2.9965
O: 0.7368 -5.5172 4.5441
C: 2.0900 -5.2822 4.1517
H: -3.3672 -4.7587 4.1696
H: -2.3521 -3.3408 3.8592
H: -2.4824 -4.6420 2.6392
H: 2.3654 -4.2430 4.3239
H: 2.2385 -5.5459 3.1058
H: 2.7140 -5.9212 4.7703

Properties
DFT total energy: -2890.72831 Eh
SMILES: CC(=O)OCCCCCCCC[C@H]1CNC(=O)C1.COC(=O)OC.COC(=O)OC.COC(=O)OC.COC(=O)OC.COC(=O)OC.COC(=O)OC
E_HOMO: -9.730 eV



(3)
This record from the Open Molecules 2025 dataset describes a single C18H17N3O4 molecule. The level of theory is the ωB97M-V functional and the def2-TZVPD basis.

Element x y z (Å)
C: 4.8078 1.8485 1.1541
H: 5.5576 1.1424 1.5234
O: 3.5873 1.2071 0.8719
C: 3.5721 0.1858 -0.0320
C: 4.6852 -0.2156 -0.7620
C: 4.6062 -1.2835 -1.6392
C: 3.4194 -1.9764 -1.7948
C: 2.3073 -1.5856 -1.0748
C: 2.3575 -0.5047 -0.1996
C: 1.1372 -0.1411 0.5292
N: 0.3453 -1.1286 0.8452
N: -0.7907 -0.9038 1.4669
C: -1.2682 0.3433 1.8374
O: -2.3582 0.4535 2.3933
C: -0.3869 1.4288 1.4951
C: 0.7798 1.2006 0.8467
H: 1.4284 2.0109 0.5578
H: -0.7227 2.4215 1.7531
C: -1.6093 -2.0818 1.6923
H: -0.9538 -2.9520 1.6703
H: -2.1178 -1.9826 2.6534
C: -2.6301 -2.1807 0.5418
O: -2.5087 -2.9662 -0.3701
N: -3.6357 -1.2932 0.6693
H: -3.5601 -0.6094 1.4217
C: -4.4220 -0.8946 -0.4798
C: -3.9146 0.4152 -0.9968
C: -4.5413 1.5762 -1.3384
C: -3.5187 2.4826 -1.7148
C: -2.3493 1.8076 -1.5646
O: -2.5765 0.5565 -1.1311
H: -1.3275 2.0903 -1.7236
H: -3.6433 3.4935 -2.0442
H: -5.5953 1.7626 -1.3275
H: -5.4753 -0.7993 -0.2068
H: -4.3072 -1.6827 -1.2321
H: 1.3697 -2.1083 -1.1798
H: 3.3601 -2.8128 -2.4735
H: 5.4840 -1.5724 -2.1978
H: 5.6256 0.3007 -0.6517
H: 4.5820 2.5736 1.9348
H: 5.2005 2.3739 0.2774

Properties
DFT total energy: -1161.32898 Eh
SMILES: COc1ccccc1-c1ccc(=O)n(CC(=O)NCc2ccco2)n1
E_HOMO: -8.352 eV



(4)
This record from the Open Molecules 2025 dataset describes a molecular structure, C49H52BrClN2O6SeTa. The level of theory is the ωB97M-V functional and the def2-TZVPD basis.

Element x y z (Å)
Ta: 0.3405 1.8276 0.8217
C: -0.8274 -2.1553 -5.4369
C: -0.1508 -0.8049 -5.7152
C: -0.8662 -0.1366 -6.8896
C: 1.3170 -1.0351 -6.1056
C: -0.2066 0.0502 -4.4524
C: 0.3869 -0.4058 -3.2819
C: 0.3315 0.3601 -2.1371
Se: 1.1782 -0.3797 -0.5750
C: -0.2649 -1.4730 0.0925
C: -0.3916 -2.8065 -0.2542
C: -1.4697 -3.5316 0.2299
C: -2.3782 -2.8699 1.0629
C: -2.2742 -1.5358 1.4393
C: -1.1774 -0.8375 0.9284
O: -0.9561 0.4774 1.2015
C: -3.2892 -0.8570 2.3635
C: -3.9804 0.2995 1.6228
C: -2.5795 -0.3328 3.6241
C: -4.3747 -1.8369 2.8128
C: -1.6903 -5.0041 -0.1107
C: -3.0490 -5.1629 -0.8090
C: -0.6048 -5.5449 -1.0418
C: -1.6754 -5.8298 1.1842
C: -0.2957 1.6139 -2.0875
O: -0.2724 2.3542 -0.9316
C: -0.8971 2.0986 -3.2532
C: -0.8246 1.2891 -4.3919
C: -1.6267 3.4455 -3.4225
C: -0.8600 4.2865 -4.4571
C: -1.7616 4.2908 -2.1543
C: -3.0548 3.1753 -3.9268
H: -0.8031 -2.7766 -6.3340
H: -1.8704 -2.0127 -5.1466
H: -0.3233 -2.7044 -4.6388
H: -0.8042 -0.7838 -7.7651
H: -0.4054 0.8181 -7.1519
H: -1.9243 0.0300 -6.6757
H: 1.3696 -1.6414 -7.0116
H: 1.8693 -1.5580 -5.3228
H: 1.8197 -0.0855 -6.2984
H: 0.8992 -1.3602 -3.2557
H: 0.3464 -3.2596 -0.9027
H: -3.2158 -3.4380 1.4418
H: -3.2740 1.0685 1.3135
H: -4.7193 0.7644 2.2788
H: -4.4999 -0.0691 0.7358
H: -1.8172 0.4091 3.3901
H: -2.1064 -1.1546 4.1661
H: -3.3104 0.1326 4.2889
H: -4.9472 -2.2233 1.9671
H: -5.0711 -1.3179 3.4724
H: -3.9557 -2.6774 3.3700
H: -3.0797 -4.5763 -1.7296
H: -3.8744 -4.8403 -0.1728
H: -3.2161 -6.2109 -1.0640
H: -0.5846 -5.0075 -1.9930
H: -0.8076 -6.5935 -1.2610
H: 0.3859 -5.4899 -0.5843
H: -2.4614 -5.5186 1.8738
H: -0.7155 -5.7295 1.6953
H: -1.8322 -6.8852 0.9536
H: -1.2810 1.6694 -5.2938
H: 0.1579 4.4834 -4.1147
H: -1.3641 5.2441 -4.6004
H: -0.8019 3.7915 -5.4266
H: -0.7928 4.5783 -1.7484
H: -2.3378 3.7635 -1.3930
H: -2.3054 5.2030 -2.4065
H: -3.0689 2.6415 -4.8763
H: -3.5762 4.1230 -4.0725
H: -3.6145 2.5860 -3.1971
Br: -1.2386 4.0248 1.1444
C: -1.0732 4.3313 3.0357
C: -1.7081 5.3337 3.6890
C: -1.4936 5.4362 5.0844
C: -0.6837 4.5546 5.7472
C: -0.0270 3.5071 5.0531
C: 0.8193 2.5462 5.6653
C: 1.4182 1.5587 4.9307
C: 1.2071 1.4828 3.5324
C: 0.3953 2.3949 2.9124
C: -0.2267 3.4041 3.6619
H: -2.3544 6.0335 3.1766
H: -1.9866 6.2313 5.6265
H: -0.5373 4.6514 6.8159
H: 0.9868 2.6055 6.7338
H: 2.0619 0.8338 5.4124
H: 1.7234 0.6984 2.9697
O: 6.3729 3.2275 -0.9617
C: 6.7392 2.1154 -0.3410
O: 7.8586 1.6901 -0.4147
C: 5.6863 1.3626 0.4202
C: 5.9262 0.1834 1.1039
Cl: 7.3403 -0.7262 1.2536
N: 4.7550 -0.2029 1.6755
N: 3.7635 0.6332 1.3814
C: 4.2995 1.5780 0.6245
C: 3.3931 2.6610 0.1522
O: 3.7373 3.5938 -0.5232
O: 2.1451 2.4937 0.5727
C: 4.4852 -1.3293 2.5202
C: 3.4665 -2.1967 2.1609
C: 3.1549 -3.2599 2.9935
C: 3.8691 -3.4528 4.1672
C: 4.8908 -2.5796 4.5162
C: 5.1988 -1.5053 3.6963
H: 5.4388 3.4733 -0.8018
H: 2.9374 -2.0370 1.2302
H: 2.3618 -3.9441 2.7214
H: 3.6303 -4.2880 4.8120
H: 5.4448 -2.7329 5.4324
H: 5.9807 -0.8060 3.9579

Properties
Net charge: +1
DFT total energy: -7951.97682 Eh
E_HOMO: -11.159 eV



(5)
This record from the Open Molecules 2025 dataset describes 2 unconnected molecules or ions with the total composition C9H14. The level of theory is the ωB97M-V functional and the def2-TZVPD basis.

Element x y z (Å)
C: -1.4438 -2.1698 2.9754
C: -0.4342 -1.1229 2.4827
H: -2.1477 -2.3201 2.1586
H: -0.9593 -3.1018 3.2611
H: -2.0375 -1.8679 3.8413
H: -0.0272 -1.4778 1.5317
H: 0.4195 -0.9964 3.1451
H: -0.9315 -0.1908 2.2289
C: -1.6370 1.0979 -1.8724
C: 1.5957 0.6721 0.0083
C: 0.2813 1.0005 -0.2464
C: 2.4705 0.3725 -1.0372
C: -0.1705 1.0865 -1.5663
C: 2.0710 0.6773 -2.3382
C: 0.7664 1.1050 -2.5948
H: 2.0047 0.8843 0.9927
H: -0.4945 1.1728 0.4860
H: 3.4127 -0.1014 -0.7988
H: 2.7894 0.6697 -3.1450
H: -2.2607 1.2453 -0.9905
H: -1.9004 0.1212 -2.2883
H: 0.5592 1.4032 -3.6148
H: -1.9263 1.8407 -2.6190

Properties
DFT total energy: -351.30773 Eh
SMILES: Cc1ccccc1.CC
E_HOMO: -8.891 eV



- The lowest DFT total energy belongs to which entry?
  C49H52BrClN2O6SeTa



- Which of these has the lowest DFT total energy?
  C49H52BrClN2O6SeTa



- Number 3 is which compound?
  C18H17N3O4



- Look up the DFT total energy of the third one.
  -1161.32898 Eh